32
Properties=species:S:1:pos:R:3 method="wB97M-V/def2-TZVPD" homo_lumo_gap_ev="6.389 / 6.849" charge=+1 spin_multiplicity=4 homo_ev="-11.864 / -12.312" s_squared=3.7976 e_above_lowest_kj_mol=54.78
O 0.855 1.488 -1.539
C 0.457 1.011 -0.533
V -0.234 0.270 0.901
C -0.018 1.575 2.217
O 0.116 2.328 3.109
C 1.371 -1.877 -2.256
O 0.350 -2.150 -1.580
C 2.492 -1.231 -1.639
O 3.426 -0.519 -1.729
C -2.025 -0.173 0.405
O -3.119 -0.280 -0.002
H 1.501 -2.080 -3.270
C 2.810 -0.143 2.154
P 1.335 -1.146 1.772
C 2.031 -2.731 1.211
C 0.691 -1.719 3.431
C 1.130 -1.173 4.649
C 0.615 -1.652 5.858
C -0.334 -2.681 5.861
C -0.759 -3.243 4.653
C -0.255 -2.758 3.444
H 3.340 0.107 1.225
H 3.486 -0.701 2.814
H 2.511 0.795 2.642
H 2.580 -3.221 2.033
H 2.701 -2.584 0.356
H 1.207 -3.386 0.907
H 1.872 -0.372 4.659
H 0.960 -1.218 6.800
H -0.740 -3.044 6.804
H -1.483 -4.056 4.650
H -0.593 -3.195 2.502